The molecule C22H26N4O5, computed with ωB97M-V/def2-TZVPD.

Computed properties:
SMILES: CCCCN1C(=O)NC(=O)/C(=C(\C)N[C@@H](Cc2c[nH]c3ccccc23)C(=O)OC)C1=O
Kohn-Sham gap, eV: 8.806
HOMO, eV: -8.2
M, Da: 426.473
Total charge: 0
Relative energy (zero: lowest compared OMol25 entry of this formula, charge and spin), kcal/mol: 0.7

Bonds (Å) are listed after each position.
Cartesian coordinates (Å):
1 C -6.675 -1.962 0.991  C27 1.523, H37 1.087, H43 1.088, H54 1.088
2 C 5.407 2.124 -0.043  H7 1.080, C12 1.376, C57 1.398
3 H 2.660 -5.517 0.003  C4 1.091
4 C 3.060 -5.061 -0.904  H3 1.091, H18 1.091, O38 1.424, H56 1.087
5 C -1.118 1.965 -2.052  O23 1.218, N30 1.389, C46 1.450
6 H -6.305 -0.034 1.869  C27 1.092
7 H 6.374 2.044 -0.517  C2 1.080
8 C 1.576 0.697 -2.237  C17 1.493, H36 1.088, H42 1.084, H55 1.090
9 H 1.140 3.005 2.070  N32 1.005
10 C -1.691 0.378 -0.211  N15 1.385, O26 1.233, C46 1.451
11 H 5.066 0.009 -0.037  C12 1.080
12 C 4.681 0.985 0.221  C2 1.376, H11 1.080, C22 1.396
13 H 3.318 4.531 1.153  C47 1.080
14 H -4.149 -1.289 0.110  C51 1.092
15 N -2.866 1.091 -0.034  C10 1.385, C21 1.376, C44 1.458
16 H 1.721 -1.763 1.689  C19 1.091
17 C 0.488 0.180 -1.356  C8 1.493, N24 1.323, C46 1.409
18 H 2.455 -5.379 -1.755  C4 1.091
19 C 2.426 -1.282 1.009  H16 1.091, C31 1.555, H33 1.090, C53 1.490
20 O -4.300 2.753 -0.639  C21 1.208
21 C -3.258 2.164 -0.801  N15 1.376, O20 1.208, N30 1.369
22 C 3.433 1.117 0.832  C12 1.396, C29 1.416, C53 1.429
23 O -0.482 2.467 -2.962  C5 1.218
24 N 0.719 -0.937 -0.687  C17 1.323, C31 1.434, H49 1.031
25 H -2.620 3.311 -2.348  N30 1.014
26 O -1.492 -0.582 0.535  C10 1.233
27 C -5.728 -0.894 1.523  C1 1.523, H6 1.092, H40 1.092, C51 1.526
28 H -3.208 0.237 1.820  C44 1.092
29 C 2.954 2.408 1.163  C22 1.416, N32 1.365, C47 1.389
30 N -2.355 2.526 -1.763  C5 1.389, C21 1.369, H25 1.014
31 C 1.984 -1.572 -0.453  C19 1.555, N24 1.434, C39 1.524, H45 1.091
32 N 1.722 2.257 1.733  H9 1.005, C29 1.365, C34 1.366
33 H 3.420 -1.704 1.165  C19 1.090
34 C 1.407 0.929 1.771  N32 1.366, H52 1.073, C53 1.366
35 H 5.522 4.260 0.066  C57 1.080
36 H 1.967 -0.106 -2.860  C8 1.088
37 H -7.371 -2.276 1.765  C1 1.087
38 O 3.043 -3.642 -0.791  C4 1.424, C39 1.335
39 C 1.843 -3.080 -0.622  C31 1.524, O38 1.335, O50 1.199
40 H -5.174 -1.291 2.377  C27 1.092
41 H -5.286 -0.030 -0.401  C51 1.092
42 H 1.207 1.492 -2.875  C8 1.084
43 H -6.117 -2.833 0.655  C1 1.088
44 C -3.797 0.636 0.992  N15 1.458, H28 1.092, H48 1.091, C51 1.527
45 H 2.752 -1.205 -1.135  C31 1.091
46 C -0.754 0.833 -1.223  C5 1.450, C10 1.451, C17 1.409
47 C 3.694 3.552 0.896  H13 1.080, C29 1.389, C57 1.378
48 H -4.365 1.508 1.319  C44 1.091
49 H -0.053 -1.245 -0.077  N24 1.031
50 O 0.809 -3.684 -0.579  C39 1.199
51 C -4.740 -0.437 0.453  H14 1.092, C27 1.526, H41 1.092, C44 1.527
52 H 0.471 0.592 2.174  C34 1.073
53 C 2.425 0.190 1.240  C19 1.490, C22 1.429, C34 1.366
54 H -7.248 -1.577 0.150  C1 1.088
55 H 2.387 1.091 -1.625  C8 1.090
56 H 4.100 -5.341 -1.047  C4 1.087
57 C 4.921 3.391 0.290  C2 1.398, H35 1.080, C47 1.378